[1]
C33H44FeN4P2 | the ωB97M-V functional and the def2-TZVPD basis

Geometry as XYZ:
```
84
Properties=species:S:1:pos:R:3:forces:R:3
Fe -0.190031 -1.016264 -1.210538 0.017 -1.166 3.968
C -1.539668 2.553920 3.555291 -0.492 -0.411 -0.130
C -1.904526 1.571804 2.712731 -0.388 0.873 1.072
C -1.351507 1.258187 1.364645 -0.433 -0.281 -0.460
C 0.022691 0.614334 1.461085 -0.176 -0.416 0.815
C 1.153932 1.524410 1.894754 0.171 -0.232 -1.258
C 1.198691 2.864430 1.839916 0.528 -0.694 0.032
C 0.076583 3.839222 1.966382 -0.219 0.708 -0.124
C -0.654927 3.739839 3.323447 0.476 0.251 -0.168
C 1.344177 -2.601659 1.867544 0.082 -0.247 -0.293
H -1.984298 2.547512 4.562966 -0.016 0.004 -0.497
H -2.734284 0.934249 3.051810 0.589 0.016 -0.002
H -1.350032 2.116200 0.692752 0.102 -0.149 0.043
H -2.044633 0.534846 0.916732 0.226 0.056 -0.078
H -0.020661 -0.210042 2.187081 -0.186 0.227 -0.297
H 0.245530 0.086325 0.466112 0.299 0.931 0.752
H 2.079151 0.970442 2.097768 -0.079 0.323 -0.440
H 2.177349 3.344524 1.735722 -0.072 -0.329 0.751
H -0.645660 3.796655 1.146779 0.086 0.105 0.116
H 0.547988 4.836316 1.915723 -0.405 -0.251 0.012
H 0.091890 3.814060 4.136136 -0.221 -0.078 -0.237
H -1.279359 4.641943 3.420760 0.042 -0.194 0.068
H 1.849118 -3.567701 1.996347 -0.047 0.229 0.035
H 2.012569 -1.939460 1.294879 -0.279 -0.217 0.077
H 0.432722 -2.805206 1.283619 0.271 0.160 0.019
P 1.793526 -1.183290 -1.935118 2.027 -0.450 -1.191
P -2.138078 -0.514795 -1.841697 -0.771 1.632 -0.901
N 3.140816 -0.039315 -2.150114 0.112 0.041 -0.257
N 2.470435 -2.505432 -2.971669 0.059 0.065 0.124
N -2.229245 1.224767 -2.350692 -0.265 -0.137 0.014
N -3.634028 -1.026431 -2.575954 -0.541 -0.334 -0.428
C 0.551633 -0.514266 -3.141991 0.459 0.866 -2.042
C -0.899055 -1.089723 -3.155343 -0.701 -0.150 -1.893
C 4.288008 0.020188 -1.348907 0.034 0.683 -0.816
C 5.201420 0.893018 -1.942724 -1.144 -0.748 0.159
C 4.607018 1.371795 -3.151760 -0.930 -0.697 0.228
C 3.353675 0.776744 -3.260956 0.795 0.227 0.431
C 2.667834 -3.808766 -2.521619 0.045 -0.097 -1.186
C 2.945382 -4.621614 -3.619611 -0.287 0.949 0.532
C 2.926928 -3.787428 -4.786443 -0.192 0.874 1.061
C 2.670338 -2.488117 -4.352604 -0.043 -1.006 0.104
C -2.832718 2.221928 -1.586491 0.106 0.295 -0.823
C -2.763201 3.424348 -2.283817 0.119 -0.795 0.098
C -2.075821 3.165820 -3.514110 0.017 -1.153 0.549
C -1.754046 1.810531 -3.518040 -0.472 0.837 0.165
C -4.193968 -0.567512 -3.780629 -0.351 -0.583 0.097
C -5.245300 -1.395137 -4.136619 0.825 0.238 0.736
C -5.349186 -2.411298 -3.121830 0.829 0.570 0.382
C -4.357289 -2.161265 -2.183080 -0.405 0.231 -0.792
H 0.915745 -0.830235 -4.136559 0.077 0.119 0.347
H 0.559274 0.587915 -3.157838 -0.151 -0.439 0.042
H -1.363080 -0.662658 -4.062393 0.152 -0.309 0.321
H -0.925506 -2.184872 -3.309579 0.061 0.516 0.004
H 4.338812 -0.549867 -0.431480 0.032 0.085 -0.112
H 6.174090 1.161389 -1.560225 -0.090 -0.076 0.051
H 5.041665 2.063384 -3.861394 -0.101 -0.088 0.122
H 2.587005 0.892153 -4.016400 0.243 0.000 0.118
H 2.607168 -4.032342 -1.466850 -0.102 -0.040 -0.108
H 3.128686 -5.685965 -3.595462 0.003 0.117 0.064
H 3.058572 -4.099373 -5.810342 0.121 0.060 0.048
H 2.620444 -1.565930 -4.920046 0.046 -0.247 0.142
H -3.278327 1.980981 -0.627377 0.077 0.102 -0.269
H -3.167062 4.379242 -1.961423 0.120 -0.294 -0.007
H -1.849623 3.861747 -4.309041 0.017 -0.031 0.146
H -1.222236 1.232687 -4.260564 -0.193 0.244 0.066
H -3.801299 0.315895 -4.266527 -0.081 -0.125 0.110
H -5.875496 -1.283863 -5.013675 0.193 0.008 0.249
H -6.074553 -3.215615 -3.100715 0.183 0.151 0.120
H -4.097690 -2.663462 -1.263477 -0.033 -0.038 -0.102
C 0.977184 -1.502710 6.625409 0.126 -0.257 -0.045
C 0.308867 -0.757405 5.468855 0.180 -0.130 -0.506
C -1.209045 -0.761408 5.653138 -0.290 -0.208 -0.246
C 0.793527 0.692298 5.451368 0.187 0.248 -0.307
C 0.675777 -1.427787 4.170246 0.282 -0.551 -0.405
C 0.998355 -1.997699 3.144584 -0.414 0.736 1.675
H 0.717657 -1.029339 7.579359 0.039 -0.049 -0.137
H 2.067844 -1.484690 6.502597 -0.236 -0.057 0.100
H 0.639032 -2.546043 6.645023 0.131 0.177 0.067
H -1.476666 -0.230979 6.574763 0.062 -0.087 -0.120
H -1.703767 -0.262990 4.805655 0.147 -0.182 0.306
H -1.573863 -1.793864 5.723394 -0.039 0.222 -0.027
H 1.887242 0.730411 5.360453 -0.233 0.065 0.028
H 0.350863 1.228447 4.600313 0.200 -0.109 0.268
H 0.492521 1.198893 6.377619 0.083 -0.107 -0.130
```
Forces are in eV/Å.

Properties
Spin multiplicity: 5
ΔE to the lowest compared entry with this formula, charge and spin (kcal per mole): 52.00
Gap between HOMO and LUMO (spin up / spin down) (eV): 4.90 / 7.96
Calculated total energy (eV): -93851.4764

---

[2]
C8H14NS2 | the ωB97M-V functional and the def2-TZVPD basis

Geometry as XYZ:
```
25
Properties=species:S:1:pos:R:3:forces:R:3
C 3.025275 0.092742 -0.866086 -0.300 0.926 1.249
C 2.971948 -1.206774 -1.137137 -3.245 0.905 0.948
C 1.790500 0.616475 -0.224595 0.247 0.110 -1.833
C 0.823936 -0.302633 -0.336106 -3.163 -0.960 1.484
C 1.520329 2.039592 0.204005 0.787 -1.017 -1.013
C -2.224113 0.183964 -2.316062 5.628 -0.614 2.954
C -0.942493 -0.803393 1.830218 0.602 -0.030 -2.381
C -1.174080 -0.097997 0.519048 2.688 2.475 -3.373
N -0.772606 -2.251165 1.432867 4.584 0.466 -0.545
S 1.365812 -1.869284 -0.973607 -0.131 1.165 0.443
S -2.317786 -0.730559 -0.718862 -0.543 -1.340 0.864
H 3.953350 0.605437 -1.107249 -0.341 0.431 0.375
H 3.650698 -1.751372 -1.615676 2.803 -2.207 -1.770
H 2.277777 2.617184 -0.311796 0.246 0.582 0.635
H 0.571812 2.424241 -0.137287 -0.400 -0.162 -0.001
H 1.568057 2.016353 1.268708 0.269 0.836 0.826
H -2.456490 1.147224 -2.110237 -1.146 2.969 0.225
H -2.852950 -0.325105 -2.900991 -2.345 -1.796 -2.393
H -1.131645 0.167901 -2.635990 -1.461 -0.232 0.021
H -0.116532 -0.297638 2.367853 0.094 -1.076 -0.552
H -1.711447 -0.868401 2.498745 -2.592 0.489 1.554
H -1.321088 1.032680 0.481864 0.738 -1.585 0.814
H 0.099821 -2.311141 0.786752 -0.667 0.557 0.814
H -1.400885 -2.668989 0.768764 -1.538 -0.153 0.310
H -0.429874 -2.796524 2.211874 -0.815 -0.739 0.344
```
Forces are in eV/Å.

Properties
Total charge: +1
ΔE to the lowest compared entry with this formula, charge and spin (kcal per mole): 58.41
Gap between HOMO and LUMO (eV): 9.15
Calculated total energy (eV): -31673.2014

---

[3]
C4H5CuO | the ωB97M-V functional and the def2-TZVPD basis

Geometry as XYZ:
```
11
Properties=species:S:1:pos:R:3:forces:R:3
H 2.487094 -0.002421 0.496336 -0.153 -0.019 -0.379
C 1.865058 0.406030 -1.679971 0.105 -0.291 0.482
C 1.913081 0.126334 -0.415814 0.094 0.286 -0.391
C 0.532090 0.159598 -1.023359 -0.447 0.027 0.173
H 2.372749 0.601583 -2.618712 -0.211 0.015 0.357
H -0.004780 -0.783492 -1.209465 0.204 0.271 0.011
H -0.146516 1.008281 -0.812909 0.351 -0.300 -0.171
C -1.369583 -0.615745 1.813744 -0.045 -0.042 -0.014
O -2.481386 -0.205205 1.797704 -0.630 -0.048 -0.038
Cu -4.698861 -0.635587 1.482724 0.901 0.126 0.085
H -0.468941 -0.059375 2.169717 -0.169 -0.026 -0.115
```
Forces are in eV/Å.

Properties
Total charge: +1
Spin multiplicity: 2
ΔE to the lowest compared entry with this formula, charge and spin (kcal per mole): 65.63
Gap between HOMO and LUMO (spin up / spin down) (eV): 5.42 / 5.42
Calculated total energy (eV): -50902.5130

---

[4]
C28H49NO2OsP2 | the ωB97M-V functional and the def2-TZVPD basis

Geometry as XYZ:
```
83
Properties=species:S:1:pos:R:3:forces:R:3
Os 0.200663 0.547710 -0.292529 -0.697 -6.683 4.175
C 1.490681 2.188826 -0.603508 1.106 1.528 0.024
C 1.223816 1.531065 -1.846791 0.514 1.238 -1.622
C -0.797181 2.276150 -0.976426 -0.064 2.215 -0.828
C 0.248522 2.677751 -0.087721 -0.305 2.196 -0.799
C -0.188939 1.595596 -2.085943 -0.196 1.381 -1.700
C 2.843668 2.601882 -0.106373 0.040 -0.100 0.068
H 3.599020 1.850839 -0.346739 -0.023 0.125 0.025
H 2.827173 2.748384 0.975796 0.113 0.018 -0.148
H 3.156841 3.550685 -0.567465 -0.189 -0.259 0.070
C 0.081478 3.744816 0.940484 -0.196 -0.242 0.505
H 0.906211 3.748699 1.652190 -0.151 0.158 -0.054
H -0.866299 3.619975 1.485276 0.530 0.171 -0.156
H 0.054383 4.716465 0.426407 0.019 -0.221 0.104
C -2.193189 2.805319 -0.903832 -0.180 -0.276 -0.004
H -2.276662 3.710391 -1.520646 0.051 -0.177 0.146
H -2.449288 3.062571 0.127096 -0.029 0.009 -0.227
H -2.921825 2.080320 -1.268347 -0.030 0.105 -0.053
C -0.860228 1.264553 -3.381179 -0.178 -0.402 -0.046
H -0.522714 1.930575 -4.190077 0.010 -0.072 0.374
H -1.946376 1.367576 -3.294290 0.237 -0.029 -0.104
H -0.622266 0.237894 -3.681901 -0.152 0.277 -0.055
C 2.257311 1.056867 -2.816045 0.050 -0.425 0.068
H 2.551952 1.825063 -3.540494 -0.210 0.074 0.232
H 1.860288 0.204412 -3.368032 0.251 0.191 0.037
H 3.155580 0.741432 -2.279429 -0.057 0.002 -0.212
C 1.662934 -2.620414 -0.465922 0.924 0.231 0.012
C 2.531319 -1.811854 -1.099446 -0.183 -0.429 0.447
C 3.347299 -2.270843 -2.272472 0.579 0.177 -0.024
C 2.645576 -2.235796 -3.654846 0.192 0.345 -0.260
C 1.149763 -2.043007 -3.616257 -0.184 -0.758 -0.380
C 0.349187 -2.966578 -3.071784 -0.030 -0.018 -0.636
C 0.849261 -4.198266 -2.375981 -0.184 -0.539 0.022
C 1.407077 -4.022945 -0.926466 -0.115 -0.557 0.195
H 3.730905 -3.289578 -2.098521 -0.255 0.306 0.128
H 2.893118 -3.176580 -4.174994 -0.261 0.319 0.090
H 4.242903 -1.631350 -2.325410 -0.228 -0.260 -0.009
H 2.335901 -4.618411 -0.855621 -0.274 0.314 0.049
H 1.222543 -2.351763 0.501003 0.118 0.178 -0.595
H 2.762347 -0.809284 -0.721384 -0.199 -0.344 0.031
H 0.710770 -4.513347 -0.231085 0.209 0.143 -0.130
H 0.000563 -4.897633 -2.315902 0.402 0.106 -0.051
H -0.727819 -2.968720 -3.269596 0.456 0.248 0.141
H 1.620228 -4.710223 -2.976385 -0.262 0.314 0.051
H 3.099930 -1.439091 -4.259007 -0.149 -0.211 0.108
H 0.740496 -1.213052 -4.202707 -0.016 -0.439 0.151
P 1.208972 -0.038107 1.900716 0.145 0.047 0.389
C 1.040340 1.386803 3.027830 -0.305 0.076 0.041
H 1.178834 1.052988 4.067247 0.100 0.090 -0.333
H 0.010505 1.764844 2.917079 0.606 -0.049 0.127
H 1.764331 2.173992 2.789854 -0.158 -0.246 0.119
C 0.595172 -1.392799 2.947222 -0.206 -0.103 0.054
H 1.208394 -1.403794 3.860992 -0.131 -0.014 -0.272
H 0.697136 -2.359903 2.443635 -0.016 0.172 0.198
H -0.459307 -1.219251 3.234158 0.631 -0.101 -0.238
C 3.017814 -0.338233 1.869980 -0.049 -0.040 -0.158
H 3.236928 -1.250431 1.302229 -0.012 0.233 0.265
H 3.381579 -0.453180 2.900956 -0.170 0.062 -0.246
H 3.535454 0.505917 1.399860 -0.103 -0.233 0.146
P -1.797488 -0.870067 -0.221297 -0.012 -0.564 0.002
C -2.351566 -1.263491 -1.917504 0.206 0.135 -0.146
H -3.026565 -2.132541 -1.899506 0.163 0.294 0.062
H -1.468795 -1.504254 -2.519806 -0.409 0.127 0.193
H -2.865016 -0.409056 -2.375275 0.060 -0.224 0.206
C -1.572632 -2.515030 0.522175 -0.179 -0.055 -0.029
H -0.719812 -3.019199 0.051869 -0.353 0.158 0.158
H -2.479078 -3.111767 0.347952 0.201 0.146 0.098
H -1.406369 -2.413736 1.600239 -0.066 -0.074 -0.268
C -3.310005 -0.209335 0.547224 -0.064 0.265 0.266
H -4.197022 -0.498039 -0.037484 0.339 0.007 0.226
H -3.244792 0.883219 0.597106 -0.142 -0.290 -0.015
H -3.384884 -0.594132 1.572198 -0.024 0.055 -0.295
O -2.773625 3.677633 2.408450 -0.083 -0.949 0.404
C -2.852025 2.668139 3.122072 0.743 -0.450 0.674
C -3.859151 2.532144 4.268084 -0.845 0.321 0.225
C -3.554599 1.182065 4.852897 0.411 -0.211 0.032
C -2.541670 0.590631 3.873544 -0.948 -2.307 1.427
O -2.228773 -0.608524 3.861612 -0.221 2.383 -0.375
N -2.070744 1.548698 3.016571 -0.050 1.342 -1.688
H -3.717392 3.331800 5.001328 -0.028 0.135 -0.429
H -4.874003 2.587509 3.863798 0.143 0.217 0.005
H -3.079172 1.286252 5.832578 -0.106 -0.273 -0.070
H -4.427893 0.535152 4.932714 0.129 -0.012 0.083
```
Forces are in eV/Å.

Properties
Total charge: +2
Spin multiplicity: 5
Gap between HOMO and LUMO (spin up / spin down) (eV): 8.41 / 4.48
Calculated total energy (eV): -56442.8535

---

Question: The lowest calculated total energy belongs to which entry?
Answer: C33H44FeN4P2